6
Properties=species:S:1:pos:R:3:forces:R:3 method="wB97M-V/def2-TZVPD" relative_energy_ev=0.654 homo_lumo_gap_ev=9.336 smiles="NC=S"
C -0.344 0.302 0.333 -3.2 1.7 0.5
H 0.118 1.790 -1.217 -2.7 -1.6 2.6
H -1.173 2.107 0.052 0.6 -0.4 -0.8
H -1.135 0.403 1.174 1.5 -0.7 -0.8
N -0.647 1.388 -0.464 2.9 1.4 -1.5
S 0.549 -0.989 0.078 0.9 -0.5 -0.2

48
Properties=species:S:1:pos:R:3:forces:R:3 method="wB97M-V/def2-TZVPD" relative_energy_ev=0.000 homo_lumo_gap_ev="9.929 / 9.987" charge=+2 spin_multiplicity=2
Co -0.436 0.120 0.212 0.6 -0.4 -0.5
N 0.748 1.230 1.345 0.1 0.2 0.0
C 2.037 0.520 1.595 0.0 0.0 0.0
C 1.710 -0.953 1.770 -0.1 0.0 0.0
N 0.935 -1.331 0.567 -0.1 0.1 0.1
C 0.241 -2.633 0.537 -0.1 0.0 0.0
C -0.603 -2.633 -0.726 0.0 0.0 0.0
N -1.373 -1.351 -0.789 -0.1 0.1 0.0
H 0.922 2.182 1.035 0.0 0.0 0.0
H 0.250 1.292 2.236 -0.1 -0.1 0.0
H 2.561 0.923 2.460 0.0 0.0 0.0
H 2.677 0.667 0.723 0.0 0.0 0.0
H 1.068 -1.089 2.640 0.0 0.0 0.0
H 2.607 -1.560 1.902 0.0 0.0 0.0
H 1.576 -1.309 -0.227 0.0 0.0 0.0
H -0.388 -2.705 1.427 0.0 0.0 0.0
H 0.933 -3.477 0.555 0.0 0.0 0.0
H -1.266 -3.497 -0.760 0.0 0.0 0.0
H 0.038 -2.683 -1.607 0.0 0.0 0.0
H -2.308 -1.498 -0.417 0.0 0.0 0.0
H -1.519 -1.080 -1.758 0.0 -0.1 0.0
C -3.612 -0.451 4.024 0.0 0.0 0.0
C -2.320 0.357 4.127 0.0 0.0 0.0
C -1.522 -0.068 5.354 0.0 0.0 0.0
C -2.614 1.851 4.180 0.0 0.0 0.0
N -1.408 0.081 2.970 -0.2 0.1 0.0
N -1.964 0.399 1.673 -0.1 -0.1 0.1
H -4.229 -0.297 4.908 0.0 0.0 0.0
H -3.402 -1.522 3.955 0.0 0.0 0.0
H -4.223 -0.154 3.166 0.0 0.0 0.0
H -2.118 0.067 6.255 0.0 0.0 0.0
H -0.613 0.526 5.452 0.0 0.0 0.0
H -1.246 -1.124 5.300 0.0 0.0 0.0
H -3.129 2.085 5.111 0.0 0.0 0.0
H -3.275 2.185 3.376 0.0 0.0 0.0
H -1.693 2.438 4.161 0.0 0.0 0.0
H -1.238 -0.922 2.955 0.0 0.0 0.0
H -2.203 1.387 1.726 0.0 0.0 -0.1
H -2.857 -0.078 1.534 0.0 0.0 0.1
N -0.286 2.208 -1.988 0.0 0.0 0.0
C -0.987 3.139 -2.658 0.0 0.0 0.0
C -2.270 3.115 -2.165 0.0 0.0 0.0
C -2.254 2.121 -1.185 0.0 0.0 -0.1
N -1.047 1.565 -1.078 -0.3 0.2 0.2
H 0.681 1.962 -2.124 0.0 0.0 0.0
H -0.529 3.737 -3.428 0.0 0.0 0.0
H -3.098 3.727 -2.472 0.0 0.0 0.0
H -3.066 1.782 -0.563 0.0 0.0 0.0

66
Properties=species:S:1:pos:R:3:forces:R:3 method="wB97M-V/def2-TZVPD" relative_energy_ev=0.478 homo_lumo_gap_ev=11.341 smiles=CC#N.CC#N.CC#N.CC#N.CC#N.CC#N.CC#N.CC#N.CC#N.CC#N.CC#N
C -3.540 -8.146 -10.420 0.2 -0.3 -0.5
C -3.976 -9.265 -9.599 0.2 0.3 0.0
N -4.324 -10.145 -8.954 -0.2 -0.3 0.2
H -4.072 -8.216 -11.369 -0.1 0.3 0.1
H -2.480 -8.250 -10.654 0.0 0.0 0.1
H -3.714 -7.193 -9.932 -0.1 0.0 0.0
C -2.686 -8.104 -1.752 0.2 -0.1 -0.1
C -3.114 -9.097 -2.726 0.1 0.2 0.3
N -3.435 -9.877 -3.498 -0.1 -0.3 -0.4
H -3.047 -8.355 -0.758 -0.1 0.0 0.0
H -3.052 -7.126 -2.056 0.0 0.1 0.1
H -1.597 -8.098 -1.720 0.0 0.1 0.0
C -1.145 -12.671 -11.401 -0.1 0.5 -0.3
C -0.907 -11.233 -11.308 0.0 -0.3 0.2
N -0.783 -10.096 -11.232 0.0 0.3 0.1
H -0.526 -13.086 -12.194 0.0 -0.1 0.0
H -2.200 -12.758 -11.663 0.0 -0.3 0.0
H -0.945 -13.164 -10.457 0.0 0.1 0.1
C -5.752 -13.824 -9.414 -0.6 0.0 -0.6
C -6.484 -13.460 -10.635 0.1 0.1 0.3
N -7.045 -13.209 -11.603 0.0 0.1 -0.1
H -4.884 -13.178 -9.314 0.1 -0.1 0.1
H -5.498 -14.875 -9.549 0.3 0.1 0.4
H -6.411 -13.705 -8.556 0.0 0.0 0.0
C -2.179 -15.751 -10.780 -0.6 -0.5 0.0
C -0.735 -15.819 -10.636 0.2 -0.1 0.0
N 0.413 -15.856 -10.605 -0.2 0.0 0.1
H -2.615 -14.895 -10.270 0.2 0.2 -0.2
H -2.698 -16.618 -10.364 0.4 -0.1 0.1
H -2.411 -15.774 -11.845 -0.1 0.4 0.0
C -6.786 -16.815 -3.995 0.3 -0.1 -0.5
C -5.927 -15.690 -4.355 -0.2 -0.2 0.1
N -5.253 -14.812 -4.647 0.2 0.2 -0.1
H -7.679 -16.796 -4.619 -0.1 0.1 0.2
H -7.026 -16.787 -2.938 -0.1 0.0 0.0
H -6.262 -17.738 -4.246 0.0 0.0 0.2
C -7.609 -9.479 -7.200 0.0 0.5 0.5
C -8.081 -10.833 -7.429 0.2 0.3 -0.2
N -8.470 -11.890 -7.630 0.0 -0.4 0.0
H -8.018 -9.116 -6.255 0.0 0.0 0.0
H -7.938 -8.794 -7.978 0.0 -0.2 -0.1
H -6.524 -9.427 -7.132 0.0 -0.2 -0.1
C 0.364 -14.400 -7.379 0.0 -0.3 0.0
C 1.535 -15.027 -6.771 -0.1 0.2 0.0
N 2.428 -15.556 -6.287 0.2 -0.1 0.1
H -0.317 -14.044 -6.610 0.0 0.0 0.0
H -0.130 -15.166 -7.974 -0.1 0.1 0.0
H 0.629 -13.570 -8.029 0.1 0.0 0.0
C -1.970 -13.767 -3.726 0.4 -0.2 -0.1
C -0.611 -13.754 -3.186 -0.5 0.2 -0.1
N 0.459 -13.756 -2.781 0.4 0.0 0.2
H -1.904 -13.544 -4.790 -0.2 0.0 0.0
H -2.606 -13.030 -3.244 0.0 0.0 0.1
H -2.374 -14.768 -3.591 -0.2 0.1 -0.1
C -0.661 -10.071 -7.436 -0.3 -0.2 0.0
C 0.301 -9.132 -6.881 -0.1 0.2 0.1
N 1.062 -8.400 -6.433 0.0 0.0 0.0
H -0.330 -11.086 -7.225 0.0 0.0 -0.2
H -0.788 -9.927 -8.509 0.2 -0.1 0.0
H -1.652 -9.961 -6.996 0.1 0.2 0.2
C -4.096 -12.011 -6.409 -0.1 0.2 0.0
C -3.123 -12.502 -7.371 -0.2 0.1 0.1
N -2.401 -12.856 -8.189 0.2 -0.2 -0.1
H -3.734 -11.097 -5.938 0.0 0.0 0.0
H -4.327 -12.740 -5.635 0.1 -0.1 -0.1
H -4.997 -11.771 -6.971 0.0 0.0 0.1

32
Properties=species:S:1:pos:R:3:forces:R:3 method="wB97M-V/def2-TZVPD" homo_lumo_gap_ev=9.140 smiles="O=C(O)COCC(=O)NCc1csc2ccc(Cl)cc12"
O 1.043 1.203 -1.515 0.0 -0.2 -0.1
C 1.721 2.020 -0.945 0.0 -0.1 -0.1
O 1.256 3.194 -0.538 -0.1 0.6 0.2
H 0.290 3.263 -0.695 0.4 -0.3 -0.1
C 3.188 1.894 -0.589 0.2 0.3 0.2
O 3.776 0.619 -0.726 -0.3 0.0 0.1
C 2.984 -0.523 -0.498 0.1 0.0 -0.2
H 2.416 -0.777 -1.405 0.1 0.0 0.2
C 1.990 -0.450 0.658 0.2 -0.5 -0.3
O 1.849 0.498 1.401 0.1 0.4 0.2
N 1.267 -1.586 0.781 -0.1 -0.2 0.0
H 1.364 -2.313 0.090 0.0 0.1 0.0
C 0.176 -1.720 1.727 0.0 0.0 0.1
C -1.135 -1.840 1.010 0.0 -0.5 0.1
C -1.787 -3.011 0.817 -0.1 0.2 -0.1
S -3.238 -2.869 -0.110 0.1 0.2 0.0
C -2.982 -1.157 -0.279 0.2 -0.2 0.2
C -3.794 -0.262 -0.960 0.0 0.1 0.0
C -3.435 1.067 -0.979 -0.1 -0.1 0.0
C -2.279 1.483 -0.317 0.0 -0.4 0.1
C -1.459 0.611 0.363 -0.1 0.1 -0.1
C -1.809 -0.741 0.381 -0.5 0.0 -0.3
H -0.570 0.953 0.867 0.1 0.1 0.0
Cl -1.900 3.174 -0.350 -0.1 0.4 0.0
H -4.042 1.790 -1.501 0.0 0.1 0.0
H -4.686 -0.602 -1.462 -0.1 0.0 -0.1
H -1.504 -3.980 1.180 0.1 -0.2 0.1
H 0.343 -2.604 2.352 -0.1 0.2 0.0
H 0.198 -0.825 2.353 0.0 -0.2 0.0
H 3.704 -1.323 -0.295 -0.2 0.0 0.0
H 3.756 2.554 -1.254 -0.1 0.0 0.1
H 3.298 2.262 0.440 0.0 0.0 -0.3

9
Properties=species:S:1:pos:R:3:forces:R:3 method="wB97M-V/def2-TZVPD" relative_energy_ev=1.640 homo_lumo_gap_ev="9.934 / 8.783" charge=+1 spin_multiplicity=3
C 0.448 -0.289 -0.045 -2.5 -0.7 -0.7
C -0.983 -0.138 0.148 -1.9 0.7 -0.6
N -0.203 0.302 -1.011 0.6 0.4 -0.5
N 1.507 -0.763 0.415 2.1 -0.5 1.8
H -1.936 -0.707 -0.184 1.8 0.6 0.9
H -1.111 0.684 0.899 -0.3 -0.8 0.0
H -1.684 2.604 -1.747 -0.1 0.1 0.0
H 1.555 -1.316 1.256 -0.8 -0.5 0.3
H 2.407 -0.378 0.269 1.1 0.7 -1.1

139
Properties=species:S:1:pos:R:3:forces:R:3 method="wB97M-V/def2-TZVPD" homo_lumo_gap_ev="6.453 / 6.575" charge=+1 spin_multiplicity=2
Zr -0.300 -3.066 -2.293 -0.6 1.1 0.8
C -2.927 -2.290 -6.169 0.4 0.7 -0.2
F -3.015 -1.138 -6.832 0.4 -1.2 0.4
F -4.110 -2.870 -6.255 0.6 -0.4 0.3
F -1.928 -3.103 -6.611 -1.6 1.2 0.7
S -2.734 -1.920 -4.211 -1.6 0.1 1.2
O -3.620 -0.801 -3.876 2.4 -1.7 -1.2
O -3.034 -3.174 -3.561 0.3 -0.6 -0.3
N -1.028 -1.734 -3.729 -3.9 1.1 -2.9
S -0.550 -0.492 -4.673 4.4 1.8 -0.3
O 0.803 -0.294 -4.168 -0.8 0.2 -0.4
O -0.654 -0.714 -6.094 -0.8 0.1 1.5
C -1.425 1.209 -4.210 0.4 1.2 -0.2
F -0.514 2.190 -4.374 -0.2 -1.2 -0.6
F -2.463 1.479 -5.006 0.7 -0.6 0.8
F -1.705 1.237 -2.925 -0.7 -0.7 -0.3
C -1.800 -1.166 1.551 1.2 0.1 0.8
F -0.774 -1.898 2.069 -1.5 0.2 -0.7
F -2.896 -1.943 1.430 1.2 1.0 0.0
F -2.005 -0.131 2.347 -0.2 -0.9 -0.9
S -1.277 -0.467 -0.219 -4.0 -0.1 -3.3
O -2.353 -0.894 -1.138 1.3 0.0 1.6
O -1.097 0.972 -0.191 0.6 -2.3 0.7
N 0.033 -1.572 -0.838 0.1 3.6 3.6
S 1.287 -0.809 0.012 3.6 -0.7 1.6
O 0.939 -0.161 1.288 -0.4 -0.7 -2.9
O 2.398 -1.734 0.132 -0.9 0.2 -0.8
C 1.914 0.556 -1.230 0.9 0.0 1.1
F 2.800 0.065 -2.098 -0.6 -0.1 0.5
F 0.895 1.047 -1.849 -0.6 0.6 -0.7
F 2.534 1.519 -0.529 -0.5 -0.7 -0.1
C 4.975 3.793 -1.303 -0.1 0.7 0.2
C 4.592 5.298 -1.137 0.8 -1.5 -1.1
O 3.964 5.730 -2.372 -0.1 -0.2 1.2
H 5.787 3.554 -1.989 -0.1 0.6 -0.2
H 4.085 3.254 -1.629 0.0 0.0 0.0
H 5.296 3.375 -0.349 -0.1 0.1 0.2
H 5.469 5.925 -0.979 0.1 -0.1 0.2
H 3.953 5.335 -0.255 -0.4 0.4 -0.2
H 3.403 6.464 -2.110 -0.1 0.2 -0.3
C -6.904 -2.592 -0.527 0.5 0.5 0.1
C -5.448 -2.030 -0.733 -2.6 0.3 1.0
O -4.621 -2.955 -1.332 1.3 -1.4 -0.7
H -7.488 -2.636 -1.446 0.1 0.2 -0.2
H -7.434 -1.943 0.171 0.0 0.2 -0.1
H -6.969 -3.586 -0.085 0.5 -0.1 0.0
H -5.048 -1.786 0.251 0.2 0.1 -0.2
H -5.498 -1.131 -1.347 0.0 0.2 0.2
H -4.903 -3.100 -2.238 0.0 0.0 -0.1
C 2.714 -1.615 3.480 -0.2 -0.6 0.5
C 3.638 -1.479 4.723 -1.3 -0.8 -1.3
O 3.944 -0.133 4.688 0.8 1.6 0.5
H 2.147 -2.540 3.379 0.5 -0.5 0.1
H 3.301 -1.463 2.574 -0.1 0.0 0.1
H 1.899 -0.892 3.468 0.4 0.4 0.3
H 4.544 -2.078 4.633 0.0 -0.3 -0.2
H 3.174 -1.731 5.676 -0.4 -0.2 -0.1
H 4.439 0.054 5.489 0.2 0.4 0.0
C -5.310 2.053 -1.572 -0.8 -0.3 0.2
C -4.258 2.485 -0.581 0.6 0.3 0.2
O -4.394 1.934 0.733 -0.9 -0.3 -0.9
H -5.424 0.969 -1.558 0.1 0.0 -0.2
H -5.137 2.393 -2.593 0.6 -0.1 0.0
H -6.306 2.457 -1.391 0.0 0.1 0.6
H -4.251 3.572 -0.506 0.0 0.2 0.0
H -3.268 2.188 -0.927 0.1 0.0 -0.4
H -3.685 2.333 1.243 0.4 0.1 0.4
C -5.851 -3.432 2.886 -0.3 -0.8 -0.1
C -5.045 -4.319 3.855 -1.0 1.5 -0.5
O -4.855 -3.562 5.040 1.1 -0.5 0.2
H -5.277 -2.548 2.609 0.0 -0.1 -0.1
H -6.805 -3.094 3.289 0.1 0.0 0.4
H -6.156 -4.015 2.017 0.3 0.1 -0.3
H -4.083 -4.509 3.377 0.3 0.1 0.5
H -5.506 -5.295 4.006 -0.2 0.0 0.3
H -5.674 -3.362 5.500 -0.2 -0.2 -0.3
C 4.200 -2.481 -2.611 0.4 1.1 1.0
C 3.009 -3.206 -3.169 2.7 -2.2 0.5
O 1.796 -2.494 -3.014 -0.6 -0.7 -0.2
H 5.173 -2.945 -2.776 -0.3 -0.3 -0.5
H 4.132 -2.395 -1.526 -0.2 0.0 0.1
H 4.306 -1.450 -2.948 0.0 -0.1 -0.3
H 2.997 -4.161 -2.645 -0.7 -0.1 0.1
H 3.232 -3.471 -4.202 -0.7 0.3 -0.3
H 1.983 -1.808 -3.658 -1.2 1.4 -0.2
C -0.415 4.384 -0.130 -0.2 -0.2 0.0
C 0.432 5.663 -0.154 -1.9 -1.2 -1.2
O 0.765 5.840 1.182 0.9 1.3 0.7
H 0.202 3.609 0.325 0.1 -0.4 -0.7
H -0.912 4.109 -1.061 0.7 -0.2 -0.3
H -1.262 4.377 0.557 0.0 0.9 0.3
H -0.132 6.504 -0.556 -0.3 0.2 0.2
H 1.286 5.590 -0.827 0.4 -0.4 0.2
H 0.955 6.779 1.248 0.2 0.1 0.7
C -3.454 -5.095 0.442 0.4 0.5 -0.3
C -2.072 -4.546 0.095 0.6 -1.0 1.3
O -2.034 -3.731 -1.108 1.5 -1.3 0.5
H -3.372 -5.749 1.310 0.2 0.0 0.0
H -3.857 -5.676 -0.388 -0.1 0.1 0.0
H -4.104 -4.259 0.699 -0.2 -0.3 -0.1
H -1.388 -5.388 -0.011 0.1 0.0 -0.4
H -1.678 -3.976 0.936 -0.1 0.2 -0.2
H -2.963 -3.509 -1.210 -1.7 1.3 -0.9
C 6.619 -1.470 2.468 0.0 0.3 -0.2
C 5.817 -1.510 1.151 1.3 -1.5 0.4
O 5.723 -0.243 0.547 -0.5 0.1 0.5
H 6.120 -0.869 3.228 -0.1 0.1 0.0
H 7.597 -1.030 2.276 -0.1 0.2 -0.1
H 6.852 -2.431 2.928 -0.4 -0.3 -0.3
H 4.853 -2.008 1.254 -0.2 0.3 0.1
H 6.373 -2.141 0.457 0.1 0.0 -0.2
H 5.144 0.215 1.160 -0.1 0.8 -0.2
C -3.356 3.550 4.583 0.1 -0.9 -0.1
C -3.050 2.275 3.717 0.1 1.9 0.5
O -2.404 2.734 2.520 -0.8 -1.1 0.1
H -4.033 4.251 4.095 -0.4 -0.4 0.0
H -2.479 4.169 4.769 0.5 -0.4 -0.1
H -3.707 3.239 5.567 -0.4 0.2 0.0
H -3.934 1.695 3.454 -0.2 0.4 -0.2
H -2.437 1.583 4.295 0.4 0.1 0.0
H -1.556 3.103 2.778 0.7 0.5 -0.1
C 7.194 0.918 -4.046 -0.6 0.0 0.6
C 6.382 0.929 -2.705 0.8 0.1 -1.1
O 6.441 -0.406 -2.227 0.0 -0.3 -0.4
H 6.739 0.135 -4.652 0.3 -0.3 0.1
H 8.250 0.723 -3.858 -0.1 -0.2 0.0
H 7.136 1.788 -4.701 -0.2 0.4 0.5
H 5.363 1.242 -2.929 -0.3 -0.1 0.1
H 6.761 1.635 -1.965 0.3 -0.1 0.0
H 6.426 -0.470 -1.270 -0.2 0.6 0.2
C 0.596 1.889 4.177 0.3 0.3 -1.2
C 1.138 3.055 3.351 -0.2 0.0 0.5
O 0.049 3.958 3.048 0.8 -1.1 0.6
H 0.149 2.272 5.095 0.1 -0.3 0.0
H 1.391 1.156 4.313 0.1 0.2 0.6
H -0.122 1.359 3.552 -0.4 0.1 0.2
H 1.661 2.708 2.459 -0.4 -0.2 -0.5
H 1.935 3.557 3.897 -0.2 0.4 0.3
H 0.423 4.679 2.536 -0.1 0.4 -0.4

16
Properties=species:S:1:pos:R:3:forces:R:3 method="wB97M-V/def2-TZVPD" relative_energy_ev=1.264 homo_lumo_gap_ev=9.747 smiles=SC[C@H]1NC[C@H]1S
C 1.432 -0.198 0.614 0.2 -0.2 -0.4
C 0.286 -0.499 -0.309 -0.4 0.4 0.1
C -1.824 -0.303 -0.282 -0.1 -0.1 0.1
C -0.692 0.642 -0.736 0.0 0.1 -0.1
H 3.292 -0.385 -0.892 -0.3 0.5 0.4
H 1.135 0.410 1.445 -0.3 0.5 0.4
H 1.786 -1.121 1.045 0.3 -0.4 0.1
H 0.668 -0.996 -1.195 0.1 -0.2 -0.2
H -0.845 -1.243 1.276 0.1 0.0 0.5
H -2.531 0.110 0.450 0.2 -0.1 -0.2
H -2.386 -0.749 -1.106 0.0 0.1 0.0
H -0.677 0.881 -1.804 0.0 0.0 0.3
H -0.987 1.794 1.310 -0.1 -0.1 0.3
N -0.843 -1.277 0.274 -0.1 0.1 -0.5
S 2.789 0.689 -0.209 0.2 -0.5 -0.3
S -0.603 2.246 0.120 0.1 -0.2 -0.4

43
Properties=species:S:1:pos:R:3:forces:R:3 method="wB97M-V/def2-TZVPD" relative_energy_ev=0.382 homo_lumo_gap_ev=10.314 smiles="O[C@H]1[C@H](O)[C@@H](O)OC[C@H]1O.CNC(=O)[C@H](CO)NC(C)=O"
O -7.125 0.546 0.599 -0.2 -0.1 0.1
O -3.280 -2.606 -1.543 0.2 0.3 0.4
O 2.916 0.016 -0.230 0.0 0.1 0.3
O 4.168 -1.336 1.029 0.6 0.3 0.8
O 7.157 -0.983 1.127 -0.2 0.1 0.2
O 4.386 2.345 0.735 -0.1 -0.5 0.0
O 6.962 1.667 1.749 -0.2 0.0 0.2
O -1.619 -0.468 -0.387 0.2 0.2 0.0
C -6.030 0.694 0.084 -1.3 1.3 0.5
C -3.855 -1.575 -1.875 0.2 -0.8 0.7
N -4.412 -1.501 -3.088 -0.6 0.6 -0.9
N -5.313 -0.370 -0.276 1.4 -1.1 -1.2
C -5.497 2.092 -0.157 0.1 -0.3 0.0
C -5.161 -0.377 -3.653 0.2 -0.1 0.3
C 5.023 -1.560 2.166 0.3 0.5 -0.4
C 3.702 0.009 0.944 0.3 -0.8 -0.9
C 6.246 -0.625 2.173 0.4 0.4 -0.7
C 4.868 0.992 0.796 -0.4 -0.3 0.0
C 5.818 0.838 1.985 -0.4 0.7 -0.5
C -2.904 -0.436 0.197 0.2 -0.7 -0.6
C -3.979 -0.390 -0.898 -0.3 0.2 0.4
H 3.027 -0.863 -0.632 0.0 0.4 0.2
H 7.771 -0.234 0.994 -0.5 -0.3 0.2
H 3.681 2.396 0.060 0.6 -0.2 0.4
H 6.634 2.545 1.473 0.1 -0.6 0.2
H -1.483 -1.359 -0.736 -0.1 0.1 0.1
H -4.302 -2.328 -3.656 0.1 0.0 0.2
H -5.747 -1.259 -0.078 0.0 0.0 0.1
H -5.360 2.253 -1.223 0.2 0.1 -0.1
H -4.553 2.221 0.368 0.2 0.1 -0.1
H -6.219 2.813 0.225 0.0 -0.2 0.0
H -5.509 -0.636 -4.654 0.1 0.0 0.2
H -4.523 0.506 -3.724 -0.1 0.0 -0.1
H -6.029 -0.151 -3.031 0.0 0.1 -0.1
H 5.370 -2.598 2.156 -0.2 0.2 -0.3
H 4.450 -1.412 3.088 0.0 0.1 0.0
H 3.098 0.273 1.821 -0.2 0.0 0.0
H 6.760 -0.718 3.135 -0.1 0.0 0.1
H 5.405 0.753 -0.129 0.0 -0.1 0.1
H 5.303 1.175 2.891 -0.1 0.0 0.1
H -2.987 0.451 0.825 0.1 0.0 -0.1
H -3.043 -1.322 0.819 -0.2 0.0 0.1
H -3.817 0.522 -1.469 -0.1 0.2 0.0